# 1
ORCA calculation (ωB97M-V with the def2-TZVPD basis set) on a molecular structure, C5H5CrO5.

**LUMO energy (spin up / spin down)**: -0.0883 / -0.3425 eV
**Spin multiplicity**: 6

Element x y z (Å)
O (-2.6485, -0.0864, 0.8783)
C (-2.2415, 0.8725, 1.5331)
O (-2.5613, 1.9415, 1.9307)
O (-0.8391, -2.7489, -0.9131)
C (0.1483, -2.4894, -1.6786)
C (0.8073, -1.3291, -1.8283)
O (0.3228, -0.2868, -0.9952)
C (1.3024, 0.4080, -0.2108)
C (0.5323, 1.2019, 0.8298)
O (-0.4254, 0.3625, 1.4451)
Cr (-1.0158, -1.1975, 0.3317)
H (1.5035, -1.0483, -2.6154)
H (1.8977, 1.0712, -0.8542)
H (1.9859, -0.3195, 0.2543)
H (-0.0030, 2.0254, 0.3270)
H (1.2344, 1.6229, 1.5656)

***

# 2
ORCA calculation (ωB97M-V with the def2-TZVPD basis set) on a molecular structure, C8H12.

**LUMO energy**: 0.4920 eV
**Energy relative to the best compared isomer or geometry (same formula, charge and spin)**: 94.8 kcal/mol
**Spin multiplicity**: 1

Element x y z (Å)
C (-1.3337, -1.6346, -1.8052)
C (0.0429, -1.0186, -1.6267)
C (0.3918, -0.4277, -0.2872)
C (1.6962, -0.0888, 0.0188)
C (-0.2159, 1.8292, -0.5847)
C (-0.0188, 0.8564, 0.3566)
C (-0.2816, 0.9095, 1.8159)
C (-0.1316, -0.1607, 2.5772)
H (-1.4166, -2.6045, -1.3118)
H (-2.1373, -1.0047, -1.4281)
H (-1.4930, -1.8663, -2.8565)
H (0.7982, -1.7747, -1.8693)
H (0.2238, -0.2839, -2.4163)
H (2.3961, 0.1205, -0.7966)
H (2.1175, -0.1186, 1.0155)
H (-1.0531, 2.5052, -0.6321)
H (0.6087, 2.0075, -1.2623)
H (-0.4522, 1.8731, 2.2804)
H (0.1495, -1.1312, 2.1842)
H (-0.4100, -0.1297, 3.6195)

***

# 3
ORCA calculation (ωB97M-V with the def2-TZVPD basis set) on a molecular structure, C53H43BrClINbO17.

**LUMO energy**: -0.8532 eV
**Spin multiplicity**: 1
**Total charge**: -1

Element x y z (Å)
C (-1.0794, 3.3228, -2.5308)
C (-0.2498, 2.2423, -1.7689)
C (-0.8383, 1.8447, -0.3747)
I (-1.3844, 3.5676, 0.8455)
Nb (0.8331, 0.6064, 0.6735)
Br (1.8729, 2.8815, 1.5354)
C (-0.0197, -1.3028, -0.2461)
C (0.4769, -1.5590, -1.6700)
O (-0.2123, -1.5403, -2.6020)
Cl (2.2618, -1.9183, -1.8179)
H (-2.1595, 3.0976, -2.4651)
H (-0.8471, 4.3404, -2.1702)
H (-0.7278, 3.2996, -3.5869)
H (-0.2142, 1.3141, -2.3705)
H (0.7995, 2.5709, -1.6446)
H (-1.7063, 1.1627, -0.4683)
H (1.8656, 0.7314, -0.8467)
H (2.1713, -0.3465, 1.5070)
H (-0.2415, 0.4262, 2.1699)
H (-1.1195, -1.2952, -0.3101)
H (0.3445, -2.1650, 0.3487)
C (-1.9931, 6.6473, -4.2784)
C (-2.3275, 6.7169, -5.5648)
C (-1.3518, 7.1608, -6.5886)
O (-1.6573, 7.2272, -7.7637)
C (0.0109, 7.5227, -6.1285)
C (0.3435, 7.4525, -4.8413)
C (-0.6309, 7.0096, -3.8161)
O (-0.3285, 6.9438, -2.6445)
H (-2.6905, 6.3260, -3.5148)
H (-3.3165, 6.4559, -5.9206)
H (0.7110, 7.8438, -6.8897)
H (1.3323, 7.7124, -4.4853)
C (4.8588, 10.9204, -6.0200)
C (4.3096, 9.7106, -6.0982)
C (2.9501, 9.5195, -6.6550)
O (2.4461, 8.4168, -6.7254)
C (2.2249, 10.7251, -7.1226)
C (2.7742, 11.9343, -7.0441)
C (4.1342, 12.1252, -6.4873)
O (4.6372, 13.2287, -6.4173)
H (5.8505, 11.0810, -5.6164)
H (4.8234, 8.8187, -5.7627)
H (1.2330, 10.5651, -7.5267)
H (2.2602, 12.8262, -7.3795)
C (1.8060, -6.2126, 0.2385)
C (1.0798, -5.1372, 0.5363)
C (0.4991, -4.9503, 1.8867)
O (-0.1650, -3.9713, 2.1589)
C (0.7582, -6.0047, 2.8955)
C (1.4830, -7.0818, 2.6001)
C (2.0638, -7.2679, 1.2476)
O (2.7273, -8.2514, 0.9786)
H (2.2390, -6.3640, -0.7455)
H (0.8818, -4.3558, -0.1873)
H (0.3278, -5.8494, 3.8728)
H (1.6807, -7.8611, 3.3221)
C (3.7126, -9.6843, -4.2009)
C (3.8614, -8.9236, -3.1189)
C (3.3706, -7.5260, -3.0904)
O (3.5079, -6.8322, -2.1047)
C (2.7064, -7.0072, -4.3096)
C (2.5579, -7.7683, -5.3915)
C (3.0487, -9.1667, -5.4212)
O (2.9120, -9.8624, -6.4068)
H (4.0647, -10.7072, -4.2416)
H (4.3422, -9.2839, -2.2181)
H (2.3541, -5.9838, -4.2681)
H (2.0764, -7.4069, -6.2913)
C (-0.9727, -6.4023, 6.5867)
C (-2.0500, -6.2279, 7.3491)
C (-3.1141, -7.2556, 7.4157)
O (-4.1022, -7.1024, 8.1080)
C (-2.9358, -8.4838, 6.6060)
C (-1.8586, -8.6573, 5.8441)
C (-0.7927, -7.6295, 5.7761)
O (0.1912, -7.7866, 5.0822)
H (-0.1842, -5.6627, 6.5232)
H (-2.1991, -5.3397, 7.9476)
H (-3.7262, -9.2222, 6.6703)
H (-1.7106, -9.5466, 5.2445)
C (7.0792, 14.7531, -8.1132)
C (6.9328, 15.9960, -8.5677)
C (8.0599, 16.7228, -9.1975)
O (7.9286, 17.8566, -9.6106)
C (9.3573, 16.0121, -9.3037)
C (9.5045, 14.7699, -8.8497)
C (8.3759, 14.0431, -8.2195)
O (8.5096, 12.9094, -7.8074)
H (6.2673, 14.2074, -7.6494)
H (5.9933, 16.5297, -8.4991)
H (10.1689, 16.5587, -9.7673)
H (10.4440, 14.2361, -8.9182)
C (-6.1537, -8.4976, 9.8165)
C (-6.4031, -8.3864, 11.1203)
C (-7.0951, -9.4631, 11.8664)
O (-7.3250, -9.3626, 13.0540)
C (-7.4986, -10.6711, 11.1061)
C (-7.2500, -10.7835, 9.8037)
C (-6.5572, -9.7055, 9.0574)
O (-6.3290, -9.8106, 7.8692)
H (-5.6503, -7.7226, 9.2557)
H (-6.1152, -7.5125, 11.6913)
H (-8.0024, -11.4475, 11.6680)
H (-7.5378, -11.6576, 9.2329)
C (-7.3713, -4.6693, 7.4142)
C (-6.1586, -4.9549, 7.8854)
C (-5.1539, -3.8820, 8.1097)
O (-4.0454, -4.1277, 8.5377)
C (-5.5558, -2.4909, 7.7901)
C (-6.7682, -2.2109, 7.3191)
C (-7.7710, -3.2782, 7.0953)
O (-8.8779, -3.0233, 6.6683)
H (-8.1183, -5.4343, 7.2430)
H (-5.8561, -5.9672, 8.1207)
H (-4.8108, -1.7240, 7.9605)
H (-7.0771, -1.2012, 7.0800)

***

# 4
ORCA calculation (ωB97M-V with the def2-TZVPD basis set) on C3H11OP in the gas phase.

**LUMO energy**: 0.8123 eV
**Spin multiplicity**: 1
**SMILES string**: OCCC[PH4]

Element x y z (Å)
O (2.3286, -1.2056, -0.3620)
C (2.1334, 0.0961, 0.2868)
C (0.6171, 0.6988, 0.2458)
C (-0.4011, 0.0182, -0.8350)
P (-2.1205, -0.1335, 0.0698)
H (1.6070, -1.8653, -0.0839)
H (2.9549, 0.8668, -0.1068)
H (2.4048, -0.0624, 1.4385)
H (0.1128, 0.7305, 1.3260)
H (0.7190, 1.8463, -0.0657)
H (-0.6156, 0.6940, -1.7885)
H (-0.1411, -1.0712, -1.1685)
H (-1.4930, -1.2006, 0.8579)
H (-2.8200, -0.3945, -1.1681)
H (-1.9365, 1.2371, 0.4882)
H (-3.3498, -0.2545, 0.8653)

***

# 5
ORCA calculation (ωB97M-V with the def2-TZVPD basis set) on a molecular structure, C4H6O.

**LUMO energy**: 0.8506 eV
**Energy relative to the best compared isomer or geometry (same formula, charge and spin)**: 89.7 kcal/mol
**Spin multiplicity**: 1

Element x y z (Å)
O (-1.9813, -1.0964, 0.7608)
C (-0.9694, -0.7292, -0.1459)
C (-0.2615, 0.4969, 0.3358)
C (0.9765, 0.6005, -0.0401)
C (2.0296, 0.7257, -0.7854)
H (-1.5459, -1.2297, 1.6132)
H (-0.2177, -1.5229, -0.2927)
H (-1.4380, -0.5571, -1.1175)
H (1.3410, 1.7499, -0.8016)
H (-0.7764, 1.2800, 0.8683)
H (2.9831, 0.2669, -0.4587)

***

# 6
ORCA calculation (ωB97M-V with the def2-TZVPD basis set) on a molecular structure, C3H12BrCdN6O3.

**LUMO energy**: -7.2753 eV
**Spin multiplicity**: 1
**Total charge**: +1

Element x y z (Å)
Cd (-3.2502, 0.7412, -1.4858)
Br (-0.7996, 0.8783, -1.0669)
C (-2.9290, -2.4732, -1.0551)
O (-3.2808, -1.3823, -1.5561)
N (-3.7224, -3.2852, -0.3476)
N (-1.6210, -2.8271, -0.9885)
H (-4.7220, -3.1744, -0.4140)
H (-3.3554, -4.1848, -0.0901)
H (-0.8966, -2.1646, -1.2062)
H (-1.4789, -3.6404, -0.4184)
C (0.9059, -0.9479, 2.7699)
O (1.3442, -1.1752, 3.8918)
N (0.9591, 0.2608, 2.1754)
N (0.0398, -1.7735, 2.0977)
H (0.5020, 0.4720, 1.3094)
H (1.2273, 1.0195, 2.7830)
H (0.3248, -1.7824, 1.1312)
H (-0.3232, -2.5099, 2.6825)
C (3.0584, 3.4744, -1.5311)
O (4.1563, 3.4686, -2.0629)
N (2.5661, 4.6262, -1.0109)
N (2.2908, 2.3816, -1.3054)
H (3.1228, 5.4061, -1.3205)
H (1.9260, 4.6819, -0.2416)
H (2.6501, 1.4974, -1.6246)
H (1.3054, 2.4127, -1.1150)

***

# 7
ORCA calculation (ωB97M-V with the def2-TZVPD basis set) on a molecular structure, C3H4Br2S.

**LUMO energy**: -0.1917 eV
**Energy relative to the best compared isomer or geometry (same formula, charge and spin)**: 82.4 kcal/mol
**Spin multiplicity**: 1

Element x y z (Å)
C (-0.6992, 0.6256, 0.0780)
C (-1.8369, 0.0435, -0.1410)
C (1.2144, -0.5936, 0.2505)
S (2.4464, 0.6135, 0.2339)
Br (-3.4437, 1.1218, -0.1702)
Br (-2.3367, -1.8042, 0.0225)
H (-0.2695, 1.6030, 0.1795)
H (1.3747, -1.3436, -0.4890)
H (0.9619, -0.7395, 1.2388)
H (2.5886, 0.4734, -1.2031)

***

# 8
ORCA calculation (ωB97M-V with the def2-TZVPD basis set) on C3H5NO2S in the gas phase.

**LUMO energy**: 0.4333 eV
**Energy relative to the best compared isomer or geometry (same formula, charge and spin)**: 12.0 kcal/mol
**Spin multiplicity**: 1
**SMILES string**: COC(=S)NC=O

Element x y z (Å)
C (0.0270, 1.3951, 2.3171)
O (-0.2096, 1.4112, 0.8910)
C (-0.0123, 0.2651, 0.2064)
S (0.3721, -1.1821, 0.8765)
N (-0.3103, 0.5670, -1.1074)
C (-0.2512, -0.2161, -2.2762)
O (0.0116, -1.3909, -2.2865)
H (-0.7440, 0.7879, 2.7737)
H (-0.0427, 2.4274, 2.6617)
H (0.9962, 1.0239, 2.4932)
H (-0.4967, 1.5300, -1.3393)
H (-0.4914, 0.3495, -3.1807)

***

The largest force on an atom results, record by record, are as follows: 2.3; 1.6; 3.5; 2.8; 3.1; 2.8; 4.5; 2.0 eV/A.